Entry 1:
Entry from OMol25: a structure of composition C42H31Cl2NO5P2PtS2 (the ωB97M-V functional and the def2-TZVPD basis).

ΔE to the lowest compared entry with this formula, charge and spin = 0.00 kJ/mol
E_LUMO (alpha / beta) = 0.29 / -1.38 eV
multiplicity = 5
highest occupied orbital energy (alpha / beta) = -6.44 / -8.51 eV
⟨S²⟩ = 6.0676

Atoms and positions in Å:
Pt (0.9648, -0.1467, -0.9865)
O (-2.0562, 1.7049, 1.6266)
S (-1.0865, 0.5701, 1.5353)
C (0.3300, 1.1766, 2.4948)
C (0.3162, 1.1100, 3.8798)
C (1.2217, 1.8437, 4.6295)
C (2.1078, 2.6968, 3.9931)
C (2.1282, 2.7560, 2.6094)
C (1.2841, 1.9618, 1.8371)
P (1.4962, 1.9908, 0.0208)
C (0.8217, 3.6209, -0.4369)
C (-0.5046, 3.8950, -0.0997)
C (-1.0734, 5.1099, -0.4452)
C (-0.3314, 6.0626, -1.1292)
C (0.9883, 5.7978, -1.4611)
C (1.5660, 4.5830, -1.1188)
C (3.2645, 2.0655, -0.4086)
C (3.5137, 2.0735, -1.7841)
C (4.8112, 2.0916, -2.2677)
C (5.8798, 2.0807, -1.3819)
C (5.6387, 2.0361, -0.0176)
C (4.3392, 2.0257, 0.4692)
C (-1.7920, -0.7153, 2.5849)
C (-2.6976, -0.3264, 3.5596)
C (-3.3951, -1.2920, 4.2692)
C (-3.2139, -2.6351, 3.9723)
C (-2.3450, -3.0147, 2.9590)
C (-1.6237, -2.0575, 2.2519)
P (-0.5857, -2.5341, 0.8410)
C (-0.2601, -4.3009, 0.9936)
C (-0.8255, -5.2240, 0.1141)
C (-0.5639, -6.5780, 0.2578)
C (0.2522, -7.0252, 1.2858)
C (0.8077, -6.1130, 2.1722)
C (0.5603, -4.7582, 2.0284)
C (-1.6693, -2.3119, -0.6037)
C (-2.8881, -1.6324, -0.5288)
C (-3.5496, -1.2536, -1.6887)
C (-3.0061, -1.5386, -2.9325)
C (-1.7859, -2.2013, -3.0164)
C (-1.1125, -2.5688, -1.8652)
H (-0.4053, 0.4840, 4.3827)
H (1.2130, 1.7669, 5.7088)
H (2.7890, 3.3104, 4.5676)
H (2.8170, 3.4338, 2.1195)
H (-1.1002, 3.1649, 0.4368)
H (-2.1034, 5.3083, -0.1780)
H (-0.7793, 7.0107, -1.3978)
H (1.5774, 6.5388, -1.9860)
H (2.5995, 4.3992, -1.3742)
H (2.6853, 2.0487, -2.4844)
H (4.9839, 2.0972, -3.3359)
H (6.8958, 2.0842, -1.7545)
H (6.4657, 1.9902, 0.6788)
H (4.1814, 1.9284, 1.5342)
H (-2.8659, 0.7303, 3.7246)
H (-4.0933, -0.9936, 5.0403)
H (-3.7682, -3.3912, 4.5127)
H (-2.2295, -4.0618, 2.7096)
H (-1.4805, -4.8921, -0.6795)
H (-1.0030, -7.2832, -0.4360)
H (0.4571, -8.0823, 1.3955)
H (1.4507, -6.4543, 2.9726)
H (1.0204, -4.0516, 2.7032)
H (-3.3259, -1.3949, 0.4327)
H (-4.4915, -0.7249, -1.6153)
H (-3.5215, -1.2326, -3.8341)
H (-1.3441, -2.4088, -3.9831)
H (-0.1330, -3.0294, -1.9339)
O (3.1967, -2.8193, 1.4680)
S (2.2763, -1.8698, 0.9258)
O (2.7116, -0.4713, 0.9281)
O (1.8172, -2.2007, -0.4671)
O (0.9566, -1.8870, 1.7800)
Cl (0.7720, -0.3148, -4.8323)
C (-0.7575, 0.4293, -4.5413)
C (-1.5956, 0.7203, -5.5949)
C (-2.8326, 1.3077, -5.3533)
C (-3.2358, 1.6042, -4.0550)
C (-2.4012, 1.3179, -2.9990)
Cl (-2.8866, 1.6394, -1.3786)
C (-1.1260, 0.7217, -3.2010)
N (-0.3454, 0.4307, -2.1744)
H (-1.2794, 0.4845, -6.6015)
H (-3.4884, 1.5332, -6.1828)
H (-4.1996, 2.0540, -3.8612)


Entry 2:
Entry from OMol25: a cluster of 2 separate species, C5H13N3 in total at a distorted geometry (the ωB97M-V functional and the def2-TZVPD basis).

ΔE to the lowest compared entry with this formula, charge and spin = 543.79 kJ/mol
E_LUMO = 1.06 eV
highest occupied orbital energy = -6.97 eV

Atoms and positions in Å:
C (-0.9172, 0.5012, 3.0844)
C (1.6121, -0.7314, -1.3848)
C (0.6436, -0.3777, -2.2144)
C (0.8661, 0.2205, -3.5463)
C (-0.4129, 1.6055, 1.0675)
N (-0.7393, 0.3402, 1.7636)
N (-0.8329, -0.7478, 1.0817)
N (-0.9657, -1.8923, 1.8634)
H (-0.6404, 1.4075, 3.4026)
H (-1.0858, -0.3129, 3.8409)
H (1.4712, -1.0740, -0.4294)
H (2.7337, -0.7355, -1.5906)
H (-0.4191, -0.6697, -2.0763)
H (0.9337, -0.6566, -4.2351)
H (1.9048, 0.7902, -3.4703)
H (0.0805, 0.8460, -3.7064)
H (0.4160, 2.1796, 1.3414)
H (-0.4424, 1.5043, 0.0527)
H (-1.3493, 2.1378, 1.1335)
H (-1.4006, -1.8658, 2.8245)
H (-1.4563, -2.4691, 1.1975)


Entry 3:
Entry from OMol25: a structure of composition C11H29NNaO9S at a distorted geometry (the ωB97M-V functional and the def2-TZVPD basis).

E_LUMO = 4.19 eV
total charge = -3
highest occupied orbital energy = 2.23 eV

Atoms and positions in Å:
Na (1.7383, 0.8372, 1.1918)
S (5.7172, -3.8919, 1.5255)
O (5.7457, -3.5305, 2.9165)
O (5.0924, -5.1999, 1.2824)
O (5.1795, -2.9062, 0.6210)
O (7.0863, -4.3379, 1.1019)
C (1.0638, 3.3414, -5.8466)
C (1.1654, 3.7671, -4.3910)
O (2.4345, 3.6865, -3.8118)
H (0.1094, 3.5485, -6.3308)
H (1.3197, 2.2970, -6.0246)
H (1.8032, 3.8928, -6.4274)
H (0.3469, 3.3344, -3.8156)
H (0.8178, 4.7956, -4.2935)
C (3.8023, 4.9779, 7.3067)
C (3.5991, 5.3245, 5.8697)
O (3.8663, 4.3063, 4.9591)
H (3.6570, 5.7955, 8.0127)
H (4.8073, 4.5799, 7.4470)
H (3.1929, 4.1095, 7.5572)
H (4.1571, 6.1763, 5.4810)
H (2.5582, 5.6464, 5.8391)
C (0.0135, -3.4856, 4.9759)
O (0.9161, -2.3784, 4.9969)
H (-1.0119, -3.1402, 4.8440)
H (0.1953, -4.0555, 4.0647)
H (0.2588, -4.1434, 5.8097)
H (1.8039, -2.7191, 4.8653)
C (-3.0671, -2.4827, -5.6978)
O (-2.3490, -2.1086, -4.5526)
C (-2.5834, -3.1148, -3.5608)
C (-1.9928, -2.9283, -2.1895)
N (-2.2483, -1.5349, -1.6647)
C (-3.4133, -1.4438, -0.9007)
C (-3.7764, 0.0347, -0.5157)
O (-2.7441, 0.4759, 0.3173)
C (-2.9538, 1.8113, 0.7210)
H (-4.0661, -2.1522, -5.4135)
H (-3.0600, -3.5447, -5.9431)
H (-2.6539, -1.9887, -6.5771)
H (-2.2832, -4.0806, -3.9671)
H (-3.6656, -3.1864, -3.4523)
H (-0.9132, -3.0685, -2.1357)
H (-2.3721, -3.5175, -1.3547)
H (-2.1923, -0.9596, -2.4930)
H (-3.3463, -2.0808, -0.0188)
H (-4.2165, -1.8977, -1.4812)
H (-4.7503, -0.0229, -0.0296)
H (-3.8790, 0.5952, -1.4449)
H (-2.3568, 1.9576, 1.6211)
H (-3.9778, 2.0640, 0.9964)
H (-2.5749, 2.5458, 0.0103)